{
  "formula": "C2H4OS3",
  "method": "ωB97M-V with the def2-TZVPD basis set",
  "elements": ["C", "C", "O", "S", "S", "S", "H", "H", "H", "H"],
  "xyz": [[0.1059, -0.8738, 0.3308], [0.5417, 0.4583, -0.2298], [-0.5353, -3.4256, 2.8192], [-0.9149, -4.8068, 0.4787], [1.1158, -2.0709, 0.6474], [0.1502, -4.4252, 2.0535], [-1.0205, -0.9848, 0.3488], [-0.1033, 0.4162, -1.1418], [1.6598, 0.5084, -0.4450], [0.2458, 1.3620, 0.5045]],
  "forces_ev_per_angstrom": [[-0.566, 0.616, -0.229], [-0.129, 0.909, 1.118], [-1.461, 2.257, 2.059], [-1.131, -0.421, -2.233], [0.040, 0.020, -0.329], [2.459, -2.226, 0.692], [1.273, -0.085, 0.298], [0.750, 1.056, 0.288], [-1.646, -0.126, 0.189], [0.412, -2.000, -1.853]],
  "nbo_charge": [-0.26, -0.68, -0.88, -0.05, 0.13, 0.82, 0.21, 0.24, 0.24, 0.24],
  "multiplicity": 3,
  "homo_energy_ev": [-7.66, -8.84],
  "max_force_ev_per_a": 3.4,
  "e_above_lowest_kj_mol": 36.9,
  "charge": 0,
  "orbital_gap_ev": [7.244, 5.652],
  "s_squared": 2.007,
  "e_lumo_ev": [-0.420, -3.186]
}